Computed, not measured: C39H54CaN9O3PS2 as an isolated structure in a non-equilibrium geometry, with the ωB97M-V functional and the def2-TZVPD basis.

```
109
Properties=species:S:1:pos:R:3:forces:R:3
Ca 0.3374 -1.1613 -0.3538 -0.71 -0.70 -0.34
O -1.0435 0.5768 -0.4110 -0.27 0.20 -0.04
C -1.0208 1.7559 -0.9644 0.17 0.01 0.16
C -2.2216 2.4047 -1.3124 0.04 0.04 -0.14
C -2.2192 3.6695 -1.8567 -0.13 0.06 -0.04
C -1.0318 4.3703 -2.0616 0.13 -0.05 0.03
C 0.1532 3.7693 -1.6885 -0.12 0.09 -0.08
C 0.1886 2.4740 -1.1700 0.21 0.06 0.07
C 1.4727 1.9951 -0.6723 -0.13 0.04 -0.03
N 1.7383 0.7878 -0.3760 0.15 -0.08 0.10
C 2.9638 0.4785 0.3416 -0.02 -0.03 -0.06
C 2.6379 0.1608 1.8217 0.05 0.07 0.18
N 1.2672 -0.2909 2.1212 0.21 -0.01 -0.17
C 1.0660 -1.4988 2.4807 0.20 -0.17 0.04
C 2.0105 -2.6392 2.4079 -0.04 0.10 0.17
C 2.2865 -3.4104 3.5277 0.06 -0.08 0.06
C 3.1652 -4.4795 3.4627 -0.03 0.04 0.01
C 3.7583 -4.7791 2.2403 0.07 -0.06 -0.03
C 3.4655 -4.0519 1.1027 0.01 -0.13 0.10
C 2.5527 -2.9821 1.1426 -0.02 0.17 -0.08
O 2.1847 -2.3511 0.0669 0.16 0.07 -0.09
H -3.1491 1.8772 -1.1333 -0.05 -0.03 0.03
H -3.1617 4.1338 -2.1184 -0.04 0.01 -0.01
H -1.0418 5.3688 -2.4712 -0.01 0.06 -0.03
H 1.0876 4.3098 -1.7855 0.05 0.04 -0.01
H 2.2357 2.7710 -0.5152 -0.04 -0.02 0.02
H 3.6794 1.3107 0.2899 -0.06 -0.02 0.12
H 3.4193 -0.4020 -0.1117 -0.06 0.09 0.00
H 2.7254 1.0922 2.3908 0.05 -0.03 -0.05
H 3.3794 -0.5483 2.2046 0.00 0.06 -0.05
H 0.0537 -1.7076 2.8434 0.02 -0.08 -0.06
H 1.8121 -3.1657 4.4711 -0.02 0.03 0.04
H 3.3841 -5.0657 4.3430 0.02 -0.03 0.04
H 4.4578 -5.6038 2.1735 0.01 -0.02 0.01
H 3.9189 -4.2982 0.1513 0.02 -0.01 -0.05
C -1.1321 -3.3042 -2.9867 -0.02 -0.15 -0.02
C -2.2112 -2.2827 -2.6221 0.05 0.13 -0.02
N -2.1685 -1.9143 -1.2197 0.03 0.20 0.16
C -2.9526 -2.7051 -0.2923 -0.10 0.01 0.03
C -2.3351 -4.0618 0.0411 -0.07 -0.02 -0.05
S -0.5878 -3.9820 0.5308 0.11 0.10 0.15
C 0.2432 -4.9407 -0.7717 -0.05 -0.10 -0.05
C 0.8962 -4.1948 -1.9446 0.12 -0.07 0.00
N 0.1631 -3.0118 -2.3728 0.04 0.36 0.03
H -1.0500 -3.3774 -4.0797 -0.06 0.01 0.06
H -1.4430 -4.2920 -2.6424 -0.01 0.02 -0.03
H -3.1906 -2.6932 -2.9092 0.00 0.02 -0.02
H -2.0570 -1.3717 -3.2080 0.03 -0.08 0.05
H -2.3563 -0.9277 -1.0838 -0.04 0.02 -0.03
H -3.9755 -2.8897 -0.6653 0.08 0.02 0.02
H -3.0473 -2.1162 0.6239 0.03 -0.09 -0.07
H -2.4160 -4.7542 -0.7961 0.00 -0.01 -0.02
H -2.8939 -4.5044 0.8665 0.03 0.00 0.01
H -0.4960 -5.6643 -1.1196 0.03 0.00 0.00
H 1.0201 -5.5167 -0.2677 -0.01 0.02 0.03
H 1.0039 -4.9300 -2.7597 0.03 0.05 0.04
H 1.8886 -3.8608 -1.6445 -0.06 -0.05 0.02
H 0.7250 -2.4709 -3.0216 0.01 -0.08 -0.01
C -0.5947 1.8208 -6.9222 -0.12 0.10 -0.17
N -0.3822 2.5088 -5.6576 0.01 -0.02 0.02
C 1.0178 2.9086 -5.5734 0.05 0.19 -0.02
N 1.9684 1.8123 -5.7505 -0.04 -0.07 0.01
C 1.6669 1.1404 -7.0113 0.13 0.01 -0.14
N 0.2870 0.6783 -7.1418 0.01 -0.03 0.05
C -0.0034 -0.3943 -6.1888 0.04 -0.12 -0.18
P 0.2316 0.0962 -4.4182 -0.07 -0.24 0.44
C -0.7508 1.6630 -4.5226 -0.19 0.05 -0.01
C 1.8969 0.8707 -4.6310 0.20 0.08 -0.01
H -0.4211 2.5356 -7.7321 -0.01 -0.02 0.03
H -1.6330 1.4852 -6.9760 0.01 0.00 0.00
H 1.1919 3.3806 -4.6044 0.00 0.00 0.00
H 1.2069 3.6455 -6.3597 0.00 -0.02 0.03
H 2.3417 0.2893 -7.1306 -0.01 0.01 0.00
H 1.8579 1.8478 -7.8236 0.00 -0.02 0.03
H 0.6361 -1.2537 -6.4156 0.00 0.03 0.01
H -1.0367 -0.7283 -6.3319 0.04 0.03 0.01
H -0.6325 2.2262 -3.5976 0.03 -0.01 -0.05
H -1.8133 1.4076 -4.5956 0.04 0.00 -0.01
H 2.6452 0.0835 -4.7778 -0.05 0.04 0.00
H 2.1646 1.3879 -3.7034 -0.04 -0.01 -0.04
C 1.2738 0.1131 6.4186 0.05 0.10 -0.01
C 0.1112 -0.8209 6.1204 -0.06 -0.10 0.09
C -1.1568 -0.0975 5.6911 -0.15 0.00 -0.01
N -0.9431 0.7018 4.4999 0.01 0.03 0.10
C -1.5429 0.5344 3.3242 -0.08 0.06 -0.11
S -2.5203 -0.7654 2.9388 0.04 0.00 -0.04
N -1.2871 1.5190 2.3846 -0.09 -0.26 -0.17
C -0.9643 2.8426 2.5968 -0.03 0.17 -0.12
O -0.3372 3.4708 1.7704 0.09 -0.02 0.05
C -1.5043 3.5162 3.8237 0.03 -0.05 -0.03
C -0.7012 4.4554 4.4570 -0.09 -0.01 0.07
C -1.1761 5.1246 5.5749 0.05 0.00 -0.05
C -2.4598 4.8789 6.0353 -0.06 0.03 0.05
C -3.2754 3.9635 5.3836 0.06 0.01 -0.02
C -2.7966 3.2742 4.2822 0.11 -0.03 0.01
H 2.1361 -0.4303 6.8001 0.02 -0.06 0.03
H 0.9987 0.8632 7.1625 -0.02 0.02 0.04
H 1.6102 0.6380 5.5223 -0.01 0.00 -0.05
H -0.1304 -1.4117 7.0077 0.02 0.01 0.00
H 0.3950 -1.5276 5.3402 -0.01 -0.04 -0.06
H -1.5086 0.5692 6.4872 0.05 -0.03 0.00
H -1.9567 -0.8030 5.4612 0.11 0.06 0.04
H -0.2755 1.4527 4.5738 -0.03 0.03 -0.01
H -1.1714 1.1689 1.4230 -0.08 0.09 0.08
H 0.2846 4.6550 4.0628 0.07 0.01 -0.03
H -0.5484 5.8451 6.0788 0.03 0.05 0.03
H -2.8321 5.4100 6.9006 -0.01 0.02 0.03
H -4.2823 3.7883 5.7341 -0.05 -0.01 0.02
H -3.4239 2.5552 3.7733 -0.03 -0.07 -0.04
```
Positions in Å, forces in eV/Å.

- Relative energy (zero: lowest compared OMol25 entry of this formula, charge and spin): 0.0 kJ/mol
- LUMO energy: 0.50 eV
- Largest force on an atom: 1.06 eV/Å
- 2S+1: 1
- E_HOMO: -7.24 eV